{
  "formula": "C19H56NO19S",
  "method": "ωB97M-V/def2-TZVPD",
  "gap_ha": 0.2818,
  "relative_energy_kcal_mol": 159.08,
  "total_charge": -1,
  "e_tot_ha": -2639.3489,
  "elements": ["C", "N", "C", "C", "C", "C", "O", "H", "H", "H", "H", "H", "H", "H", "H", "H", "H", "H", "H", "H", "H", "S", "O", "O", "O", "O", "C", "C", "O", "O", "H", "H", "H", "H", "H", "H", "C", "C", "O", "O", "H", "H", "H", "H", "H", "H", "C", "C", "O", "O", "H", "H", "H", "H", "H", "H", "C", "C", "O", "O", "H", "H", "H", "H", "H", "H", "C", "C", "O", "O", "H", "H", "H", "H", "H", "H", "C", "C", "O", "O", "H", "H", "H", "H", "H", "H", "C", "C", "O", "O", "H", "H", "H", "H", "H", "H"],
  "coordinates": [[4.37307, -2.89599, -3.16154], [3.03237, -2.61341, -2.49145], [2.02344, -3.74655, -2.80198], [3.14055, -2.58857, -1.00960], [2.43844, -1.37995, -2.90892], [3.35044, -0.19067, -2.81651], [2.63580, 1.06995, -3.06223], [4.87243, -3.95592, -2.77113], [5.33898, -2.18286, -2.88775], [4.32091, -3.00477, -4.23271], [1.03779, -3.51141, -2.31295], [2.17933, -4.59860, -2.29362], [2.03915, -3.99278, -3.92316], [2.41519, -2.28147, -0.49354], [3.95060, -2.09910, -0.63148], [3.16352, -3.64470, -0.54523], [1.37517, -1.27585, -2.55830], [2.14689, -1.54861, -3.76021], [4.11729, -0.33724, -3.59146], [3.84266, -0.06948, -1.73357], [1.95407, 0.99059, -2.45978], [0.28929, 0.25676, -0.41283], [0.73423, 1.01043, -1.49199], [-0.69134, 1.15228, 0.31018], [-0.45035, -0.83145, -0.75585], [1.29403, -0.05510, 0.56321], [-3.63691, 2.45427, 1.57680], [-4.04649, 3.54260, 2.49059], [-5.04016, 3.17119, 3.40660], [-2.61782, 2.89397, 0.67008], [-4.45542, 1.93779, 1.00511], [-3.15950, 1.53683, 1.76254], [-4.42378, 4.47200, 1.92839], [-3.07028, 3.85558, 3.09797], [-5.25041, 3.83663, 4.01641], [-1.87062, 2.18489, 0.62355], [-1.29068, -0.36655, -4.78537], [-1.77444, 0.77290, -3.89230], [-0.71171, 1.70084, -3.84867], [-2.41708, -1.23784, -4.45975], [-0.33072, -0.97573, -4.33516], [-1.20545, 0.05758, -5.68193], [-1.88519, 0.58471, -2.78690], [-2.54976, 1.45787, -4.27158], [-0.39836, 1.59847, -3.05559], [-2.32852, -1.32517, -3.37799], [-0.53777, 2.09578, 3.63596], [-0.64542, 2.30952, 5.21160], [-0.35576, 3.60860, 5.49805], [-0.95829, 0.80528, 3.10116], [0.46423, 2.13016, 3.20207], [-1.04563, 2.91485, 3.30984], [0.12496, 1.97368, 5.85759], [-1.70326, 2.12201, 5.42141], [0.62155, 3.97347, 5.61870], [-0.72194, 0.88619, 2.29471], [3.55399, -1.35420, 2.90130], [4.34499, -0.16450, 2.28150], [4.01590, -0.13600, 0.95396], [2.24622, -1.15193, 2.97408], [3.86846, -1.60104, 3.88897], [3.84575, -2.35336, 2.58810], [5.39044, -0.21716, 2.55831], [4.20636, 0.61335, 2.60506], [2.98844, -0.08433, 0.92666], [1.89872, -0.64356, 2.33673], [-5.01633, -0.70288, -1.30839], [-3.67763, -0.86925, -0.57401], [-2.70636, -1.44304, -1.45953], [-5.94917, -0.02621, -0.61361], [-5.33671, -1.75540, -1.61397], [-4.63731, -0.15244, -2.14554], [-3.51793, -1.30899, 0.22838], [-3.15097, 0.13213, -0.49057], [-1.90522, -1.21679, -1.15268], [-6.09376, -0.62823, 0.04818], [-1.07267, -3.15220, 1.36402], [-1.15170, -4.37996, 2.05976], [-1.31530, -4.23801, 3.38700], [-0.65877, -3.40450, 0.01835], [-0.45835, -2.47313, 2.03105], [-1.92826, -2.79212, 1.42033], [-0.21102, -5.00472, 2.01411], [-2.11212, -5.00500, 1.75762], [-0.67079, -3.83605, 3.84960], [-0.46242, -2.42707, -0.21363], [0.77804, 3.99951, 0.62251], [0.86827, 4.33092, -0.87305], [1.95365, 3.40924, -1.40920], [-0.42761, 4.49156, 1.05754], [1.63473, 4.21763, 1.20403], [1.09326, 2.94146, 0.89417], [1.18685, 5.43147, -1.04955], [0.19582, 3.82144, -1.47647], [1.74611, 2.60534, -1.54997], [-1.05890, 3.88012, 0.95935]],
  "forces_ev_per_angstrom": [[4.0, -1.6, 2.3], [0.2, -2.8, 1.6], [-1.1, 2.6, -2.4], [4.5, -6.3, -2.0], [0.0, 2.8, 6.7], [0.4, 2.5, 1.9], [4.3, -2.4, -2.9], [-2.0, 2.5, -0.8], [-3.3, -1.2, -0.5], [-0.6, 0.3, -0.3], [0.6, 0.7, -1.2], [1.9, -3.0, 1.8], [-0.4, 0.8, 1.7], [-6.7, 3.4, 2.9], [2.5, 1.5, 0.4], [0.5, 1.1, -1.3], [1.3, 0.1, 1.4], [-2.0, -1.3, -10.0], [0.0, 0.5, 0.4], [-0.8, -0.6, -2.2], [-2.9, 0.2, 2.2], [-2.0, 7.4, 7.8], [2.1, 1.9, -4.7], [0.2, -0.1, 0.3], [-2.9, -8.2, -3.2], [2.9, -1.3, 1.1], [-0.1, -1.7, -3.3], [1.9, 2.6, 1.7], [-0.4, -2.5, -1.0], [0.7, 0.3, -0.5], [-0.3, 1.5, 0.1], [0.3, -1.2, 3.1], [0.9, -1.4, 0.3], [-1.8, -0.3, -1.3], [-0.1, 1.6, 1.0], [-1.4, 1.0, -0.3], [-1.4, -2.8, 7.8], [2.4, 2.2, 1.1], [-1.4, 2.1, -6.6], [0.6, -1.5, 1.8], [-1.8, 2.1, -1.4], [0.3, 0.5, -4.2], [-0.9, -0.9, -1.3], [-0.7, -1.5, -0.2], [3.6, -0.4, 6.9], [-0.8, 0.1, -3.6], [2.2, -3.2, 1.6], [1.2, -1.2, -2.4], [1.5, 6.3, 0.5], [-3.1, 0.5, 10.1], [0.5, 0.8, 0.8], [-1.9, 2.1, -1.5], [0.1, -3.2, 0.3], [0.3, -0.2, 0.7], [-3.1, -2.2, -0.8], [2.4, 0.3, -9.5], [3.3, 0.4, 1.1], [2.3, -15.1, -4.0], [-1.5, 0.0, -2.3], [-1.4, -2.6, 3.9], [0.6, 0.9, 1.7], [0.0, -0.2, -2.0], [0.9, -1.0, -1.0], [-4.1, 14.6, 7.0], [1.9, 0.2, -0.7], [-2.2, 2.8, -4.0], [3.2, -2.7, -1.1], [1.6, 6.0, -7.6], [-5.8, -2.8, -3.2], [-0.9, 2.6, -1.1], [0.1, 1.2, 0.0], [-0.6, 0.3, -1.0], [0.0, -4.3, 7.9], [-1.6, -0.2, 0.8], [4.5, 1.3, 1.7], [-1.4, -1.6, 3.2], [7.5, -1.1, -0.7], [0.0, -5.4, -0.1], [-5.1, -1.6, 1.5], [0.8, 2.8, 0.6], [0.2, -0.3, -1.3], [-8.0, 3.8, -0.1], [-0.8, 0.3, -1.3], [2.1, 0.9, 0.0], [3.7, 2.3, 1.9], [-0.2, -1.8, -0.6], [0.6, -1.7, -1.2], [4.5, -2.0, 0.6], [4.2, 11.4, 1.9], [3.5, 4.1, 2.1], [1.0, 2.7, 0.6], [-2.0, -0.1, -1.3], [-0.8, -2.1, -0.1], [-3.1, 0.7, -0.5], [-3.3, -8.4, -1.1], [-4.2, -3.6, -0.7]],
  "lowdin_charge": [-0.011, -0.293, 0.046, 0.009, -0.175, -0.152, -0.032, 0.154, 0.163, 0.080, 0.135, 0.045, 0.143, 0.018, 0.065, 0.155, 0.153, 0.038, 0.111, 0.167, -0.064, 0.208, -0.278, -0.351, -0.279, -0.297, -0.257, -0.250, -0.058, -0.135, 0.122, 0.091, 0.144, 0.148, 0.049, 0.047, -0.178, -0.235, -0.045, -0.172, 0.158, 0.066, 0.131, 0.136, -0.064, 0.126, -0.148, -0.250, -0.131, -0.017, 0.121, 0.052, 0.100, 0.127, 0.166, -0.100, -0.277, -0.218, -0.072, 0.020, 0.097, 0.108, 0.130, -0.013, 0.076, -0.018, -0.266, -0.156, -0.083, 0.008, 0.146, 0.116, 0.037, 0.144, -0.080, 0.049, -0.272, -0.331, -0.015, -0.078, 0.165, 0.043, 0.137, 0.170, 0.034, 0.056, -0.291, -0.085, -0.075, -0.008, 0.094, 0.119, 0.147, 0.089, -0.113, -0.037]
}